[1]
A molecular structure, C2H8InO2 at a distorted geometry, computed with ωB97M-V/def2-TZVPD.

The geometry in ORCA input format:
```
! wB97M-V def2-TZVPD RIJCOSX def2/J DEFGRID3
* xyz 3 1
O 1.7952 -2.4710 -0.8196
O -1.9484 2.0849 1.1415
H -1.5116 4.1035 1.2184
In 0.3905 0.0784 0.4978
H -2.7967 2.0962 0.6288
H -2.9049 3.5567 2.1933
C 1.8446 -3.0832 -2.0554
H -1.1656 3.1036 2.7064
H 0.9676 -2.7990 -2.6355
H 1.9644 -4.2003 -1.8887
C -1.8745 3.2353 1.8862
H 2.7848 -2.8058 -2.6566
H 2.4547 -2.8992 -0.2167
*
```

Electronic energy (a.u.): -420.072277
Frontier orbital gap (eV): 2.2
LUMO level (eV): -20.015
Molar mass (g/mol): 178.90

[2]
A molecular structure, C9H15BiCl2N at a distorted geometry, computed with ωB97M-V/def2-TZVPD.

The geometry in ORCA input format:
```
! wB97M-V def2-TZVPD RIJCOSX def2/J DEFGRID3
* xyz -1 1
H 1.2490 0.2594 -3.2054
H -2.9735 -0.2687 -3.0624
C -2.0931 -0.2639 -2.4242
H -2.3935 0.3065 -0.3578
C 3.6567 -1.6510 0.4995
Bi 2.0084 -0.3941 0.0175
H 3.6116 -2.6777 0.0776
H -0.7296 -1.1494 -3.9123
H 1.0312 2.0764 -1.5552
N 0.5679 -0.3273 3.2356
H 0.6221 -0.8974 -2.0090
Cl 0.0133 -1.9441 0.4620
H -2.0286 -1.2184 -1.9125
H -0.9559 0.5744 -4.1179
C 0.2291 1.3017 -1.6299
C -0.9452 1.6358 -1.1649
Cl 2.2547 1.9657 1.1495
H -1.0327 2.5561 -0.5523
C 0.2001 -0.2523 4.3348
H -0.2924 -1.1584 6.1657
C -0.8873 -0.2102 -3.3526
H 4.5914 -1.2083 0.9041
H -2.9910 1.4758 -1.5427
C 0.4068 0.0730 -2.5308
H 0.4921 0.4380 6.2942
H -1.2136 0.3208 5.7861
C -2.1693 0.7958 -1.3162
C -0.2289 -0.1582 5.7194
*
```

Electronic energy (a.u.): -1541.665720
Frontier orbital gap (spin up / spin down) (eV): 5.9 / 5.9
LUMO level (spin up / spin down) (eV): 2.914 / 2.914
Molar mass (g/mol): 417.11

[3]
A single C9H13FN2 molecule at a distorted geometry, computed with ωB97M-V/def2-TZVPD.

The geometry in ORCA input format:
```
! wB97M-V def2-TZVPD RIJCOSX def2/J DEFGRID3
* xyz 0 1
H 2.4952 0.4708 0.4784
H 0.4960 3.8409 0.2727
C -0.4781 2.0094 0.2207
N 0.6481 1.3865 0.0602
H -2.5534 2.1323 0.6623
H 3.4962 -1.2825 -1.0003
H 1.7129 -2.0847 -2.8676
C -2.9942 -0.7203 1.1314
C -1.7138 0.0548 0.8559
H -3.7660 0.1332 1.4687
C -1.6724 1.3578 0.5780
C 0.6441 0.1079 0.2520
H 2.2141 -1.2942 1.2601
C 1.4838 -2.1255 -1.7375
H -0.3286 -1.6482 0.6402
N -0.5237 3.4348 0.2429
H -2.8231 -1.2121 2.1225
F 2.1762 0.1862 -1.6997
C 1.9223 -0.5697 0.3433
C -0.5014 -0.5584 0.7040
H -3.3174 -1.4037 0.2046
H -1.2630 3.9253 -0.3301
H 0.3747 -1.9985 -1.4222
C 2.4180 -1.0511 -1.0489
H 1.8535 -3.0909 -1.3915
*
```

Electronic energy (a.u.): -560.036412
Frontier orbital gap (eV): 9.0
LUMO level (eV): 0.876
SMILES: Cc1cc(N)nc(C[C@@H](C)F)c1
Molar mass (g/mol): 168.21

[4]
2 unconnected molecules or ions with the total composition C7H12N3S at a distorted geometry, computed with ωB97M-V/def2-TZVPD.

The geometry in ORCA input format:
```
! wB97M-V def2-TZVPD RIJCOSX def2/J DEFGRID3
* xyz 1 1
H -2.0891 2.5909 0.0556
H 0.7666 -1.2302 2.0617
N -3.0883 -1.1930 0.8676
C 2.7056 0.6012 -0.0658
H 0.1598 0.9258 -0.8824
C -1.0659 2.4346 -0.2582
H -0.7087 3.2149 -0.8774
N -2.1941 -0.5696 0.3237
H -0.1610 -2.3076 -1.6296
C 0.0833 -2.1781 -0.6097
C 1.1555 -0.6552 1.1386
S 1.8960 -0.1920 -1.3185
H 0.8458 -3.0279 -0.5979
H -1.1063 1.2429 -1.9480
N -0.9179 1.1704 -0.9740
H -0.5855 -2.6049 0.1322
C 2.2474 0.3595 1.1664
C -1.5130 -0.1024 -0.5943
H -2.9129 -1.8529 1.6270
C 0.8422 -0.9020 -0.1296
H 3.5951 1.1890 -0.2568
H 2.5851 0.7375 2.0678
H -0.5396 2.3493 0.7013
*
```

Electronic energy (a.u.): -835.932503
Frontier orbital gap (eV): 8.9
LUMO level (eV): -3.767
Molar mass (g/mol): 170.26

[5]
A molecular structure, C17H33BIN11O4P at a distorted geometry, computed with ωB97M-V/def2-TZVPD.

The geometry in ORCA input format:
```
! wB97M-V def2-TZVPD RIJCOSX def2/J DEFGRID3
* xyz 1 1
H 4.6976 -4.6258 -0.6291
C -0.8202 0.5681 -0.1567
O -1.6024 4.4656 3.6721
H -1.3082 -1.0698 -1.6968
N 2.1858 0.9757 2.3735
N -0.3659 2.6785 -0.8082
C -1.5064 -0.2469 2.4023
H -3.3738 -1.9477 1.1863
N -1.0994 4.5059 -2.5515
H -4.0903 -1.9282 3.2318
C -1.0834 0.8884 1.3335
I -0.1302 5.3758 0.7601
N -0.5884 4.1453 -4.3520
H 1.6828 -0.1546 0.7960
H 0.9770 -1.6826 1.6610
O 0.5757 3.0546 4.1486
H 3.4822 0.0670 5.2088
N -0.4857 1.4245 -1.2372
N 2.8185 -1.9812 0.6047
H -4.4164 1.1859 1.6136
N -3.7539 1.1131 2.4041
C -0.6488 -4.5879 -2.6425
H -2.0239 4.3206 -2.1151
C -0.0669 3.4341 -6.9268
H 0.3462 -4.6506 -4.5407
H -0.0540 2.3457 -7.0163
H -1.4825 1.9693 5.4746
H -2.9077 -1.2980 4.2971
H 0.9048 3.8282 -7.2315
C -0.5014 3.2255 0.4890
H -0.8377 3.8367 -7.5875
C -3.1520 -0.2788 2.4476
H 3.5279 -1.2250 0.6583
C 0.6100 -1.6370 -0.6604
H 0.5449 -2.8043 -0.6952
H 0.9428 -3.3901 -3.4377
C -0.3558 3.8288 -5.5011
O 1.3833 3.7710 -2.3226
H 3.5245 -1.3754 4.1690
H 4.7387 -6.0664 -1.6712
H -3.4401 -0.4705 0.3715
H -1.5196 -1.6666 0.0796
P -1.0533 3.0362 3.5190
N -3.6709 -1.0586 3.6420
O -1.9445 2.0389 4.5856
H 2.9565 -2.5841 1.4332
C 4.1247 -5.2273 -1.3378
C 3.7246 -4.3839 -2.5192
C 1.4571 -1.2876 0.6901
H 3.2337 -5.6139 -0.8386
H 1.0715 2.2822 3.7394
H -1.0911 -1.3067 2.1378
H -1.0454 -0.0202 3.4554
C -0.8910 2.3996 1.7517
C -0.9109 -1.0037 -0.6213
B -0.0180 3.6754 -1.9418
C 2.9094 -0.5365 4.5015
C 0.0510 -3.9086 -3.7961
N -1.2056 -5.1282 -1.7250
C 2.5071 0.3044 3.3186
H -0.9166 5.5184 -2.4465
H 2.0195 -0.9237 5.0023
N -3.7425 -0.9742 1.2249
H -4.2408 1.2535 3.3177
N 3.4055 -3.7111 -3.4614
H -0.6191 -3.1833 -4.2627
H 1.3736 3.7290 -3.3119
H 1.1991 -1.2941 -1.5875
*
```

Electronic energy (a.u.): -2234.350715
Frontier orbital gap (eV): 6.0
LUMO level (eV): -4.496
Molar mass (g/mol): 624.21

[6]
2 unconnected molecules or ions with the total composition C5H10O2, computed with ωB97M-V/def2-TZVPD.

The geometry in ORCA input format:
```
! wB97M-V def2-TZVPD RIJCOSX def2/J DEFGRID3
* xyz 0 1
O 2.5125 -0.9403 0.9639
O 0.4299 -1.2556 -0.6634
H -2.7547 -0.2159 0.9830
H -2.6790 -1.6414 -0.0687
H -3.6791 -0.2492 -0.5309
H 2.3302 2.3117 0.1516
H 1.7033 0.9649 -0.9583
C -0.3094 -0.4424 -0.1406
C -1.5482 0.0541 -0.8089
H 1.8358 -1.2411 0.3175
H -1.5159 -0.2734 -1.8515
H -1.5851 1.1500 -0.7744
H 3.2699 0.7626 1.7020
C -2.7405 -0.5482 -0.0608
C 2.6622 0.3937 0.8791
H -0.1180 -0.0833 0.8899
C 2.1860 1.2536 -0.0296
*
```

Electronic energy (a.u.): -346.949172
Frontier orbital gap (eV): 9.4
LUMO level (eV): 0.683
SMILES: CCC=O.C=CO
Molar mass (g/mol): 102.13

Q: Which value of electronic energy does entry 5 give?
A: -2234.350715 a.u.